50
Properties=species:S:1:pos:R:3:forces:R:3 method="wB97M-V/def2-TZVPD" homo_ha="-0.476 / -0.512" multiplicity=6 max_force_ev_per_a=7.62 homo_lumo_gap_ev="4.62 / 5.58" lumo_energy_ev="-8.33 / -8.34" total_charge=+2
C 4.43678 -1.58619 -2.86265 0.4 0.3 -0.6
C 4.06144 -1.73719 -1.50162 -2.0 -1.1 5.0
H 5.40622 -2.13481 -3.00073 -0.6 0.4 0.0
H 4.56236 -0.49050 -3.06601 -0.1 -0.7 0.1
H 3.62676 -2.00486 -3.51577 0.5 0.2 0.5
O 3.70925 -1.91599 -0.40960 1.9 1.0 -5.3
I 0.53937 0.78350 -2.88077 0.8 -0.2 -1.0
Fe 0.40897 0.17122 -0.48496 -1.9 1.4 -1.5
P -0.67792 -1.81642 -0.68070 -1.8 -2.0 -0.6
C -1.35696 -2.75090 0.71890 0.2 -0.1 0.2
C -2.15100 -1.51941 -1.70355 -0.1 0.0 -0.1
H -2.57121 -2.49784 -1.96497 0.0 0.2 0.0
H -0.44997 -3.96077 -1.62535 0.4 0.2 -0.3
H -1.86688 -0.98002 -2.61284 -0.1 -0.2 0.2
H 0.32134 -2.69913 -2.68613 0.0 -0.2 0.4
H -2.20576 -2.20363 1.13978 0.2 -0.1 -0.1
H -2.89116 -0.93574 -1.14842 0.1 -0.1 0.0
C 0.19535 -3.06766 -1.65472 0.1 -0.3 -0.1
H -1.68905 -3.73637 0.36279 0.1 0.3 0.1
H 1.16739 -3.31846 -1.20465 -0.3 0.0 -0.2
H -0.59476 -2.87792 1.50002 -0.3 -0.1 -0.1
P 1.75191 1.77251 0.36090 1.6 3.0 0.5
C 1.74363 2.08555 2.15291 0.1 -0.2 0.1
C 3.51339 1.69029 -0.05280 0.5 0.0 0.0
H 1.11720 3.36018 -1.39164 0.1 0.1 0.4
H 2.14648 4.11276 -0.12647 -0.3 -0.1 0.0
H 0.41523 3.80579 0.19330 0.2 0.0 -0.1
C 1.30960 3.42449 -0.31209 0.1 0.0 -0.1
H 3.64014 1.66473 -1.14849 0.0 0.1 0.4
H 3.98206 2.59766 0.36287 0.1 -0.4 -0.3
H 2.40048 2.94333 2.37583 -0.3 -0.3 0.0
H 2.09664 1.19660 2.69499 -0.1 0.3 0.0
H 3.98650 0.81285 0.40624 0.0 0.2 -0.1
H 0.71962 2.30775 2.46986 0.1 0.0 0.0
C 1.17702 -0.77467 0.97414 2.5 -4.1 5.9
O 1.55725 -1.42046 1.87934 -1.4 2.5 -3.7
C -1.25303 1.29813 -0.15807 -1.1 0.9 0.0
C -2.34556 0.95080 0.81302 0.0 -0.5 0.3
C -3.63807 1.40139 0.50361 -0.1 0.0 -0.1
C -4.71138 1.15726 1.35563 0.3 -0.1 0.3
C -4.53256 0.35528 2.49587 0.4 -0.1 -0.5
C -3.26230 -0.16559 2.77544 0.1 0.3 0.0
C -2.15791 0.19813 1.98578 -0.5 0.3 -0.2
H -1.69621 1.39434 -1.16227 0.1 -0.1 0.3
H -0.85172 2.29985 0.04832 0.1 -0.3 0.1
H -3.76826 1.98362 -0.41610 -0.1 -0.2 0.4
H -5.67875 1.60251 1.13869 0.1 -0.2 0.0
H -5.37056 0.12160 3.15000 0.2 0.1 -0.2
H -3.13059 -0.83229 3.63177 0.0 0.4 -0.2
H -1.14082 -0.06528 2.28135 -0.2 -0.2 0.0

57
Properties=species:S:1:pos:R:3:forces:R:3 method="wB97M-V/def2-TZVPD" homo_ha="-0.192 / -0.192" multiplicity=2 max_force_ev_per_a=2.60 homo_lumo_gap_ev="7.47 / 7.14" lumo_energy_ev="2.25 / 1.92" total_charge=-1
O -1.38561 -0.23901 6.08266 -0.1 0.3 -0.8
C -1.67953 0.08721 4.93608 -0.4 -0.6 1.9
O -2.92684 -0.07513 4.50965 0.9 0.6 -0.8
Ga -3.37793 0.39435 2.71385 -0.2 0.6 -0.5
P -3.54597 -1.50892 1.35392 0.7 -0.2 1.0
O -2.19659 -2.12739 1.28769 0.4 0.1 -0.2
O -4.57455 -2.64069 1.92916 -0.5 0.6 -0.9
O -4.04296 -1.05678 -0.12758 -0.4 -0.5 0.5
P -5.45427 1.54884 2.90969 -0.5 -0.5 0.2
O -6.09253 1.32427 4.42346 0.4 0.3 -0.3
O -5.20766 3.17018 2.83809 0.1 -0.4 0.5
S -6.77647 0.94182 1.62230 -0.1 0.2 -0.2
C -0.55839 0.60134 4.06915 -0.6 -0.5 -0.1
C -0.34855 1.91361 3.73650 -1.3 0.9 0.7
C 0.70032 2.30224 2.95038 0.1 0.7 -0.2
C 1.58868 1.36036 2.49965 0.6 0.4 -0.4
C 1.40972 0.04494 2.85248 1.1 -0.2 -0.7
C 0.34190 -0.32834 3.61184 -0.1 -1.3 0.5
H -2.40081 1.39365 1.98736 0.0 -0.1 0.0
H -4.16494 -2.96603 2.73921 0.0 -0.1 0.0
H -3.22853 -0.76720 -0.55894 0.0 -0.1 -0.2
H -5.49215 0.76743 4.93652 0.1 0.1 0.1
H -5.98300 3.62861 3.18795 -0.1 0.0 -0.1
H -1.06130 2.64830 4.09777 0.1 0.1 -0.1
H 0.80642 3.34754 2.68795 0.1 0.0 0.0
H 2.41841 1.65965 1.87072 0.0 -0.1 0.0
H 2.14429 -0.67068 2.50345 -0.2 -0.2 0.0
H 0.21644 -1.36921 3.88556 -0.1 0.0 -0.1
C 2.82837 0.83250 -4.30732 -0.4 0.0 -0.1
C 3.29320 0.00733 -3.08654 0.4 1.1 -1.4
C 3.45103 -1.44591 -3.53260 -0.2 -0.4 0.2
C 2.10347 -2.10741 -3.82587 -0.1 0.1 0.0
C 1.13960 -1.97406 -2.64420 0.6 -0.4 -0.2
C 1.03255 -0.56655 -2.05112 -1.8 0.9 -0.4
N 2.35883 0.11673 -1.92575 0.7 -2.4 0.6
O 2.96108 -0.36385 -0.87893 0.0 0.8 0.2
C 0.09604 0.32481 -2.89194 0.1 0.0 -0.5
C 0.33012 -0.66875 -0.69578 0.5 0.0 0.4
C 4.63434 0.64615 -2.72608 0.3 -0.2 0.6
H 3.66868 0.99369 -4.98419 0.1 0.0 0.1
H 2.06605 0.34332 -4.90911 -0.1 0.0 0.1
H 2.45056 1.81145 -4.00900 0.0 0.0 0.1
H 3.97543 -2.02210 -2.76366 -0.1 0.1 0.1
H 4.07890 -1.49029 -4.42646 0.0 0.2 0.0
H 1.64887 -1.68330 -4.72528 0.1 0.1 0.0
H 2.25960 -3.16553 -4.04840 0.0 0.0 0.0
H 0.14762 -2.31458 -2.94812 -0.1 0.1 0.1
H 1.46968 -2.66991 -1.86676 0.0 0.2 0.1
H 0.09165 1.34667 -2.51074 0.0 0.0 0.0
H -0.92611 -0.05127 -2.84450 0.0 -0.1 0.1
H 0.35244 0.35803 -3.94917 0.0 0.0 0.0
H 0.79946 -1.39783 -0.03933 0.0 0.1 0.0
H -0.70206 -0.99020 -0.83155 0.1 -0.1 -0.1
H 0.31617 0.29336 -0.18130 0.0 0.0 0.0
H 4.51562 1.72217 -2.58326 0.0 0.0 0.0
H 5.35404 0.49090 -3.53113 -0.1 0.0 -0.1
H 5.07718 0.23944 -1.81848 -0.2 -0.1 0.0

55
Properties=species:S:1:pos:R:3:forces:R:3 method="wB97M-V/def2-TZVPD" homo_ha=-0.385 max_force_ev_per_a=1.82 homo_lumo_gap_ev=7.50 lumo_energy_ev=-2.98 e_above_lowest_kcal_mol=53.8 total_charge=+1
Ir -1.19287 -0.11079 1.99793 0.0 -1.8 0.0
N -0.16391 -1.78231 1.07973 -0.5 0.5 -0.2
C -0.96475 -2.66972 0.20906 0.1 0.0 -0.2
C -1.85422 -1.80136 -0.65665 0.2 -0.2 0.3
N -2.56455 -0.86489 0.20136 -0.6 1.6 -0.2
C -3.84211 -1.29726 0.76927 0.1 -0.5 0.3
C -3.59219 -2.08291 2.05121 -0.2 0.2 -0.2
N -2.77549 -1.23381 2.94374 0.7 -0.2 0.2
H 0.22549 -2.29167 1.86750 0.2 0.1 0.0
H 0.61076 -1.39905 0.54630 0.2 -0.1 0.2
H -0.34704 -3.30757 -0.42423 0.2 0.0 0.1
H -1.55033 -3.31996 0.84882 0.0 -0.1 0.0
H -1.23074 -1.22275 -1.33726 0.0 0.0 -0.1
H -2.52158 -2.41870 -1.26377 -0.1 0.0 0.0
H -2.73572 -0.00498 -0.30998 -0.1 0.0 0.0
H -4.40086 -0.39420 1.01054 0.0 0.0 0.0
H -4.43836 -1.89480 0.07389 0.1 0.0 -0.1
H -4.55659 -2.33844 2.49169 0.1 0.0 0.2
H -3.05208 -3.00810 1.88367 -0.1 -0.1 0.0
H -3.35959 -0.47268 3.28094 0.1 0.0 0.3
H -2.44571 -1.74820 3.75492 -0.2 0.0 0.1
O -1.97218 1.33669 3.41965 -0.2 -0.1 -1.4
C -2.87169 1.93440 2.70685 0.0 -0.3 -0.1
O -3.13088 1.55391 1.56555 -0.7 0.7 -0.2
H -3.40014 2.78377 3.15336 0.1 0.0 0.2
C 3.16339 1.06237 -4.72374 0.0 0.0 0.0
C 3.82891 0.60033 -3.43355 -0.1 0.2 -0.1
N 2.91769 0.55878 -2.27503 0.0 -0.1 -0.1
C 2.52038 -0.75387 -1.79833 -0.1 0.1 0.0
C 1.35054 -1.33807 -2.58487 0.0 0.0 0.0
C 2.54066 1.76127 -1.77213 0.1 0.0 0.0
O 2.94937 2.80173 -2.25916 0.0 0.0 0.0
C 1.66693 1.89888 -0.53105 -0.1 -0.1 -0.1
C 1.90082 3.06567 0.19817 0.1 0.1 0.0
C 1.14521 3.34691 1.31312 -0.1 0.1 -0.1
C 0.18127 2.44342 1.71447 0.0 0.1 -0.2
N -0.07379 1.32518 1.02052 0.9 -0.2 0.3
C 0.64438 1.07624 -0.09557 -0.1 0.1 0.1
H 3.89560 1.04999 -5.53158 0.0 0.0 0.0
H 2.79756 2.08019 -4.61429 0.0 0.0 0.0
H 2.33159 0.41332 -5.00312 0.0 0.0 0.0
H 4.64360 1.28098 -3.18860 0.0 0.0 0.0
H 4.23942 -0.40129 -3.55445 0.0 0.0 0.1
H 2.30506 -0.69292 -0.73172 0.0 0.0 0.0
H 3.37973 -1.41484 -1.90732 0.0 0.0 0.1
H 0.50073 -0.65236 -2.60265 0.0 0.0 0.0
H 1.03510 -2.29430 -2.15817 0.0 0.0 0.0
H 1.63879 -1.51729 -3.62025 0.0 0.0 0.0
H 2.67621 3.73725 -0.14335 0.0 0.0 0.0
H 1.29461 4.25644 1.87643 0.0 -0.1 0.1
H -0.39983 2.60714 2.60812 0.1 -0.1 0.1
H 0.33485 0.20430 -0.65079 0.1 0.0 0.0
Se 1.54837 1.44971 5.25717 0.0 -0.1 0.0
C 0.82383 0.40442 4.07945 -0.1 0.0 -0.2
N 0.34632 -0.30421 3.24819 0.0 0.4 0.8

58
Properties=species:S:1:pos:R:3:forces:R:3 method="wB97M-V/def2-TZVPD" homo_ha="-0.534 / -0.562" multiplicity=4 max_force_ev_per_a=5.69 homo_lumo_gap_ev="6.31 / 4.38" lumo_energy_ev="-8.21 / -10.91" total_charge=+2
Tc 1.96685 -0.20946 -1.48740 2.5 2.3 0.3
O 6.29784 1.07871 -2.11671 -1.5 2.6 -0.5
P 4.68308 0.99342 -2.13975 2.7 1.9 0.0
O 4.04520 2.44566 -2.08596 0.6 -2.6 0.5
O 4.20790 0.05357 -1.05721 -2.1 0.2 -0.2
O 4.35570 0.32292 -3.52557 -1.1 -0.9 -0.4
P 2.96815 -0.59601 -3.69682 3.6 -1.8 -4.0
O 3.17794 -1.10952 -5.19408 -0.5 0.5 1.3
O 2.97422 -1.85845 -2.84196 -1.4 2.3 1.0
O 1.84059 0.38515 -3.51294 -1.0 -0.1 1.2
H 6.60055 2.05186 -2.28148 -0.6 -2.4 0.4
H 3.40516 -0.44953 -5.86026 0.0 0.1 -0.1
C 1.11944 2.76524 -1.58445 -0.3 -0.2 -0.8
O 2.00529 1.79340 -0.96828 -1.1 -1.2 0.0
H 1.68314 3.42654 -2.28610 -0.3 -0.7 0.4
H 0.67538 3.41553 -0.83594 0.1 -0.1 0.4
H 0.29059 2.26300 -2.13876 0.7 0.3 0.2
H 3.17348 2.15128 -1.45701 0.4 1.1 -0.5
C 2.19514 -1.92211 3.28198 2.9 -0.1 1.5
C 0.78994 -1.52060 3.56497 -1.1 -1.3 1.0
C 0.58478 -0.02793 3.50928 -2.0 -1.5 -2.3
C 0.95134 0.50893 2.13700 1.2 1.7 0.1
N -0.08306 0.45143 1.11641 0.7 1.3 0.1
C -0.07725 -0.28134 -0.08263 -0.8 -1.0 1.5
Se 1.02007 -1.80206 -0.12491 -0.5 -1.1 -0.1
N -1.34338 -0.13649 -0.59529 -0.3 -1.0 0.0
C -2.00795 -1.07948 -1.54535 0.9 0.4 -0.6
C -2.44238 -2.39034 -0.97096 -1.6 -1.6 -0.7
C -3.49474 -2.35772 0.16657 1.4 -0.2 0.6
C -4.93579 -1.96419 -0.24568 0.8 0.8 0.5
C -2.02818 0.73443 0.20087 -0.5 2.1 -0.4
C -3.30114 1.24793 0.06541 -0.4 -0.6 -0.3
C -3.82161 2.25433 0.93704 3.5 -0.5 1.7
C -2.95408 2.69018 1.94797 -1.7 0.9 -1.6
C -1.65784 2.19060 2.08263 0.8 0.8 2.2
C -1.17827 1.26645 1.17980 -0.1 -2.8 -1.0
H 2.62230 -2.82211 3.77640 -1.1 0.3 0.2
H 2.85583 -1.12736 3.73400 -0.3 -0.6 -0.8
H 2.54413 -2.15437 2.29061 -0.3 0.6 -0.9
H 0.52833 -1.89546 4.60154 0.0 0.4 -1.2
H 0.08187 -1.98220 2.84652 0.2 0.0 0.4
H 1.07613 0.50215 4.23450 1.6 1.2 1.8
H -0.47101 0.17174 3.65398 -0.4 0.1 0.2
H 1.90411 0.11070 1.79779 -0.2 -0.3 -0.3
H 1.14692 1.58058 2.23431 0.1 0.1 0.0
H -1.28119 -1.32167 -2.30999 0.4 0.3 -0.3
H -2.80112 -0.53364 -2.04915 -0.1 0.1 0.2
H -1.64169 -3.10395 -0.77100 0.5 0.6 0.6
H -2.84946 -2.97682 -1.85983 -0.1 1.0 0.8
H -3.08588 -1.67602 0.96855 -0.5 -0.6 -0.4
H -3.40581 -3.41225 0.59505 -0.8 1.4 -0.3
H -5.14640 -0.85117 -0.43175 0.6 -1.6 0.3
H -5.58971 -2.27412 0.57531 -0.2 0.0 -0.5
H -5.11248 -2.50280 -1.16336 -0.7 -0.1 -0.2
H -3.91601 0.79666 -0.67177 -0.7 0.0 -0.6
H -4.79067 2.62337 0.88793 -1.6 0.5 -0.4
H -3.25944 3.56414 2.51120 0.0 -0.4 0.5
H -1.09487 2.49929 2.99468 -0.2 -0.2 -1.1